1.
ORCA calculation (ωB97M-V with the def2-TZVPD basis set) on the molecule C18H25N7O3 at a distorted geometry.

Geometry as XYZ:
```
53
C18H25N7O3, DFT ωB97M-V with the def2-TZVPD basis set
H 3.502 0.990 -2.193
H 1.412 2.140 3.091
H 1.899 5.344 0.311
C 1.564 4.342 0.537
H 5.986 -0.006 0.795
C 4.646 -1.628 0.263
N -4.332 0.854 -0.565
O -3.971 1.929 -1.059
N -5.024 -1.699 0.575
H 2.809 0.871 -0.548
H 1.236 -3.075 1.819
C 3.171 -1.037 -1.491
H 1.001 -1.571 0.899
H 3.269 -3.625 -1.270
C -0.095 1.429 -1.243
H 1.095 -4.354 -0.346
C 1.290 2.544 2.096
H 5.386 -2.061 -0.434
C 0.703 1.776 1.108
N -1.094 -0.792 0.001
C -1.977 0.120 -0.397
H 2.143 -1.105 -1.851
C 1.724 3.829 1.812
C 2.872 -3.152 -0.355
H -2.177 1.936 -1.224
C 0.544 2.284 -0.176
H -5.752 -1.038 0.328
H 3.844 -1.454 -2.263
C 3.527 0.432 -1.256
H 0.011 1.906 -2.220
N -2.832 -2.228 0.749
H 0.362 0.774 1.320
H 2.186 4.427 2.583
C 0.774 -2.637 0.931
N -0.653 -2.787 1.039
N -1.501 1.210 -0.999
O -5.533 0.620 -0.388
H 0.851 3.979 -1.447
O 4.833 0.568 -0.748
C 0.973 3.574 -0.452
C 4.957 -0.144 0.459
C -3.388 -0.086 -0.206
H 0.384 0.446 -1.257
H 4.723 -2.144 1.223
H 3.282 -3.692 0.503
H 4.265 0.272 1.208
H -5.206 -2.589 1.003
H 0.901 -2.825 -1.203
C -3.751 -1.348 0.379
N 3.291 -1.766 -0.241
H -1.036 -3.656 1.376
C -1.547 -1.904 0.571
C 1.349 -3.293 -0.327
```

Net charge: 0
Molecular weight, g mol⁻¹: 387.44
ΔE to the lowest compared entry with this formula, charge and spin, kcal per mole: 1.07
E_HOMO, eV: -8.7
LUMO, eV: 0.1481
Orbital gap, eV: 8.83

List of Mulliken charges in e, atom by atom: 0.42 0.42 0.40 -0.63 0.37 -0.65 1.15 -0.80 -0.36 0.18 0.32 -0.90 -0.20 0.36 -0.56 0.29 -0.67 0.33 0.16 -0.16 1.14 0.44 -0.47 -1.09 0.24 0.50 0.26 0.34 -0.43 0.50 -0.76 0.17 0.39 -0.10 -0.04 -0.02 -0.81 0.38 -0.48 -0.53 -0.59 -0.72 -0.28 0.42 0.52 0.26 0.22 0.31 0.56 0.44 0.31 -0.04 -0.50

***

2.
ORCA calculation (ωB97M-V with the def2-TZVPD basis set) on the molecule C18H25NO5S at a distorted geometry.

Geometry as XYZ:
```
50
C18H25NO5S, DFT ωB97M-V with the def2-TZVPD basis set
H -0.240 1.015 2.085
C 1.215 0.678 0.538
H -3.787 -1.539 1.172
H -1.103 2.859 -1.632
C -1.133 -1.671 -1.053
C -0.786 1.951 0.257
H -1.618 -4.211 -0.323
C 1.556 0.931 -0.787
H 3.207 -1.143 -0.159
C 3.618 -0.248 -0.643
H 1.860 0.095 1.176
C -3.994 0.772 -0.123
C -2.403 -1.232 -0.372
H 0.158 -1.934 0.644
C 0.036 1.189 1.057
H -4.319 1.665 -0.661
N -3.336 1.262 1.062
H -1.399 -2.227 -1.958
H -3.749 -0.478 -1.845
H 0.547 -2.983 -0.727
C -2.863 -1.854 0.706
H 1.195 1.075 -3.571
C -0.272 -2.549 -0.150
C -0.444 2.230 -1.053
H 4.898 1.328 2.849
C -2.184 -3.012 1.372
O -2.916 3.488 0.010
H -0.510 -4.337 1.047
H -2.944 0.543 1.650
H 2.115 2.464 -3.023
O 2.664 0.435 -1.408
H -1.717 -2.662 2.300
C -1.128 -3.645 0.472
C 5.583 0.645 2.343
O 4.243 1.851 0.388
H 6.398 1.224 1.904
C 4.273 0.654 0.402
O -2.063 2.999 2.282
O 4.895 -0.081 1.327
H 5.970 -0.097 3.035
H -0.564 -0.794 -1.368
H -2.368 0.561 -1.513
H 4.391 -0.561 -1.353
S -2.320 2.574 0.938
C 0.724 1.726 -1.596
H -2.933 -3.756 1.656
C -3.114 -0.084 -1.044
C 1.128 2.005 -3.008
H 0.415 2.667 -3.489
H -4.882 0.214 0.188
```

Net charge: 0
Molecular weight, g mol⁻¹: 367.47
ΔE to the lowest compared entry with this formula, charge and spin, kcal per mole: 12.06
E_HOMO, eV: -8.9
LUMO, eV: 0.4984
Orbital gap, eV: 9.36

List of Mulliken charges in e, atom by atom: 0.46 -0.60 0.44 0.46 -0.24 -0.15 0.37 1.15 0.25 -0.54 0.43 -1.34 0.64 -0.03 -1.02 0.51 -0.24 0.41 0.54 0.39 -0.53 0.34 -0.28 -0.67 0.31 -0.75 -0.70 0.37 0.40 0.35 -0.49 0.23 -1.03 -0.66 -0.55 0.29 0.74 -0.74 -0.33 0.24 -0.17 0.14 0.42 1.40 0.88 0.40 -0.54 -1.79 0.43 0.39

***

3.
ORCA calculation (ωB97M-V with the def2-TZVPD basis set) on a structure of composition C18H25NO7OsPSi at a distorted geometry.

Geometry as XYZ:
```
54
C18H25NO7OsPSi, DFT ωB97M-V with the def2-TZVPD basis set
C -3.087 1.187 0.749
P 0.486 2.775 -0.125
N 0.035 -2.754 3.911
C 0.081 3.883 1.404
C 3.500 -0.632 -2.927
O -4.214 1.921 -1.338
C -4.232 1.242 -0.297
C 2.329 2.880 -0.662
H 1.702 0.538 -2.974
O 1.205 -0.488 1.646
H 2.785 3.886 -0.573
O -4.067 -0.205 4.097
C -3.971 -0.114 2.891
H 2.099 -2.064 4.055
C 4.063 -1.756 -2.387
C -0.532 3.363 -1.493
H -0.446 -3.387 -0.317
H 0.356 4.923 1.176
H 2.307 2.392 -1.642
O -5.840 1.397 1.502
H -1.442 -3.178 -1.701
H 0.648 -3.310 2.313
H 3.912 -3.554 -1.305
C 1.078 -1.684 3.819
C 1.085 -1.526 2.304
H -2.039 -0.046 -3.286
O -2.119 1.537 -0.060
C 3.365 -2.697 -1.611
O -1.953 -0.697 1.939
Os -0.377 0.557 0.485
H -1.453 2.873 -1.478
C -0.963 -0.410 -3.153
O 1.119 -2.701 1.699
H 2.837 2.205 0.018
Si -0.406 -1.061 -1.374
H -2.009 -2.582 -0.141
H -1.020 3.878 1.627
C 1.433 -1.242 -1.724
H -0.031 3.074 -2.405
H 1.520 -3.090 -0.681
C -2.846 0.085 1.797
C -1.145 -2.679 -0.775
C 2.037 -2.415 -1.318
H -0.233 0.401 -3.543
H -0.798 -1.277 -3.730
H 0.884 -0.697 4.238
H 4.057 0.131 -3.500
H 5.115 -2.005 -2.553
H -0.924 -2.337 4.005
C 2.185 -0.352 -2.530
C -6.246 1.228 0.455
H -0.691 4.425 -1.499
H 0.703 3.461 2.204
H 0.159 -3.305 4.770
```

Net charge: +1
Molecular weight, g mol⁻¹: 616.69
ΔE to the lowest compared entry with this formula, charge and spin, kcal per mole: 132.58
2S+1: 5
E_HOMO (spin up / spin down), eV: -10.2 / -11.4
LUMO (spin up / spin down), eV: -3.6548 / -4.9379
Orbital gap (spin up / spin down), eV: 6.54 / 6.50

List of Mulliken charges in e, atom by atom: 0.12 0.74 -0.59 -1.18 -0.92 -0.39 0.26 -0.97 0.12 -0.78 0.43 -0.35 -0.24 0.32 -0.28 -1.11 0.32 0.44 0.25 -0.15 0.43 0.51 0.48 -0.48 0.39 0.32 -0.62 -1.06 -0.54 1.23 0.20 -1.28 -0.23 0.31 0.55 0.34 0.30 1.00 0.35 0.22 0.97 -1.19 -0.28 0.22 0.55 0.33 0.37 0.34 0.19 -0.11 0.06 0.47 0.36 0.25

***

4.
ORCA calculation (ωB97M-V with the def2-TZVPD basis set) on a structure of composition C18H26AsClFMgN2O5.

Geometry as XYZ:
```
55
C18H26AsClFMgN2O5, DFT ωB97M-V with the def2-TZVPD basis set
H 1.249 1.579 -2.570
C -3.857 1.683 -3.398
C -2.578 -0.170 -2.503
O -1.106 -1.811 2.259
H 1.382 4.596 3.058
H 2.348 -1.300 3.819
H -2.887 1.684 -1.481
C 0.481 -1.197 -3.404
H -2.217 0.847 1.477
C 2.372 -0.609 1.776
H 0.345 1.991 -1.107
H -4.246 2.687 -3.281
C 0.301 3.031 2.338
H -2.491 -1.897 -3.770
C -2.868 -0.886 -3.666
H -3.850 -0.908 -5.568
C -1.736 -0.754 -1.422
H -4.732 1.396 -5.339
N 1.129 -3.638 0.492
H -0.190 -0.723 -4.121
O -0.167 -0.577 3.962
Cl -0.745 -1.891 3.678
As 0.229 -0.491 -1.584
O -1.904 -2.109 4.473
H 0.969 -4.636 0.567
C 2.966 -1.097 2.951
C 3.265 -0.386 0.719
H 0.718 -3.217 1.317
C 4.636 -0.619 0.801
H 2.127 -3.475 0.572
N 0.446 4.302 2.837
C 5.142 -1.101 1.989
H 2.890 -0.007 -0.229
H -1.864 -1.836 -1.356
H 0.317 -2.274 -3.398
H 4.764 -1.727 3.994
C -4.131 0.960 -4.551
H -1.815 3.306 2.246
C 0.315 1.416 -2.029
C -3.635 -0.329 -4.678
C -3.092 1.123 -2.386
F 6.484 -1.341 2.090
Mg 0.309 -0.074 1.712
H -0.516 1.738 -2.657
C 4.333 -1.347 3.075
H 5.302 -0.432 -0.034
C -1.104 2.469 2.340
H -0.309 4.692 3.373
O 0.215 -2.920 3.881
O 1.256 2.428 1.882
H -1.999 -0.338 -0.450
H -1.264 1.767 0.316
H 1.513 -1.008 -3.701
H -1.245 2.086 3.361
C -1.252 1.347 1.327
```

Net charge: -1
Molecular weight, g mol⁻¹: 504.09
ΔE to the lowest compared entry with this formula, charge and spin, kcal per mole: 15.51
E_HOMO, eV: -5.0
LUMO, eV: 2.7071
Orbital gap, eV: 7.74

List of Mulliken charges in e, atom by atom: 0.48 -0.70 0.32 -0.73 0.27 0.30 0.33 -1.30 0.53 -0.37 0.14 0.39 0.50 0.39 -0.48 0.37 -0.91 0.36 -0.62 0.41 -0.71 1.86 0.42 -0.73 0.21 0.24 -0.04 0.21 -0.75 0.18 -0.46 0.53 0.13 0.62 0.33 0.41 -0.43 0.38 -1.08 -0.58 -0.03 -0.37 0.79 0.44 -0.73 0.41 -0.96 0.20 -0.63 -0.57 0.16 -0.02 0.40 0.36 -0.88